1.
{
  "formula": "C37H101N3O14",
  "method": "ωB97M-V with the def2-TZVPD basis set",
  "smiles": "COC[C@H](C)N.COC[C@H](C)N.COC[C@H](C)N.CC(C)O.CC(C)O.CC(C)O.CC(C)O.CC(C)O.CC(C)O.CC(C)O.OCCO.OCCO",
  "multiplicity": 1,
  "symbols": ["O", "O", "O", "O", "O", "O", "O", "O", "O", "O", "O", "O", "O", "O", "N", "N", "N", "C", "C", "C", "C", "C", "C", "C", "C", "C", "C", "C", "C", "C", "C", "C", "C", "C", "C", "C", "C", "C", "C", "C", "C", "C", "C", "C", "C", "C", "C", "C", "C", "C", "C", "C", "C", "C", "H", "H", "H", "H", "H", "H", "H", "H", "H", "H", "H", "H", "H", "H", "H", "H", "H", "H", "H", "H", "H", "H", "H", "H", "H", "H", "H", "H", "H", "H", "H", "H", "H", "H", "H", "H", "H", "H", "H", "H", "H", "H", "H", "H", "H", "H", "H", "H", "H", "H", "H", "H", "H", "H", "H", "H", "H", "H", "H", "H", "H", "H", "H", "H", "H", "H", "H", "H", "H", "H", "H", "H", "H", "H", "H", "H", "H", "H", "H", "H", "H", "H", "H", "H", "H", "H", "H", "H", "H", "H", "H", "H", "H", "H", "H", "H", "H", "H", "H", "H", "H"],
  "xyz": [[3.0603, 3.8603, -0.0432], [-3.4857, -0.6706, -5.1069], [-5.5702, 0.1202, 0.2893], [2.0877, -0.3613, -3.5714], [1.4599, -6.4764, 1.8143], [0.3385, 2.7892, -2.3462], [0.9305, -7.1297, -5.5560], [-1.2568, -1.4985, -0.5707], [-4.1011, 0.9191, -2.8949], [4.2375, -0.8750, 3.8950], [-4.1719, 4.7336, 2.9146], [-1.0407, 4.1179, 5.3275], [-2.2518, -1.4114, 5.2100], [-1.9798, 1.6875, 4.7829], [2.6923, 4.2393, -2.9404], [-0.2824, 0.7782, 2.0956], [3.6170, 6.5072, -1.0492], [-1.4026, -0.7242, -4.1429], [-0.5006, 3.3457, -1.3693], [-1.5450, 1.9162, 6.1440], [-0.1854, -0.3270, 1.1662], [0.5697, -6.4886, -4.3140], [-3.4150, 3.9666, 1.9511], [4.3356, 5.8759, 0.0921], [0.4057, 3.4424, -3.5722], [1.3243, -6.0322, -0.5086], [-0.3143, -5.2879, -4.6386], [-4.8249, 0.0408, -1.9982], [2.9413, 1.1379, 3.9028], [-2.1281, -1.0007, -5.4275], [3.3905, 4.9179, 0.7757], [-0.5424, 3.0546, 6.1049], [-4.0938, 4.1661, 0.6163], [-2.0487, -2.4503, -5.8221], [1.7890, -7.0346, 0.5244], [3.9255, 0.3117, 3.1292], [2.1525, 2.9571, 0.5511], [-3.9033, -2.2570, 6.7099], [0.6722, -1.4240, 1.7495], [4.8621, 6.9580, 1.0111], [2.8451, -1.1814, -2.6365], [3.3242, -0.3409, -1.4442], [-2.6402, -3.7912, 5.1482], [-2.1924, -2.5383, -0.8129], [1.3083, -8.4499, 0.3441], [-1.9866, 4.5292, 1.8606], [-1.5014, -0.8182, 0.6403], [-0.1441, -7.5231, -3.4543], [1.4576, 4.5651, -3.6625], [1.7471, 4.9001, -5.0932], [-3.2654, -2.4488, 5.3515], [2.1275, -2.4239, -2.1631], [5.2210, 1.0762, 2.8465], [-4.8996, 0.8355, -0.7285], [3.3137, 5.7267, -1.6387], [-3.8975, 1.0649, -0.3702], [1.9560, -6.9337, 2.5013], [-1.5549, 0.3110, -3.8218], [-0.3169, -0.7972, -4.1632], [-2.3918, -3.9348, 4.0975], [-1.2782, -5.6675, -5.0004], [2.8280, 2.1294, 3.4556], [4.0218, 7.5387, 1.3901], [-1.5568, 3.3793, -1.6664], [-3.9088, 5.6565, 2.8805], [4.1437, -0.8535, -0.9322], [0.8091, 2.6666, -4.2454], [2.5693, 2.3695, 1.3747], [1.9027, -3.0877, -2.9971], [5.6754, 1.3205, 3.8040], [0.2541, -8.5572, 0.6333], [2.2032, 4.1128, -5.6910], [-5.1354, 3.8500, 0.5354], [5.1375, 5.2394, -0.3205], [-0.9722, -7.9518, -4.0331], [-0.2269, 4.4003, -1.1722], [-1.6702, -3.8544, 5.6592], [-3.2434, -4.6128, 5.5330], [-3.7374, 0.4345, -3.6567], [-2.5030, -3.1310, -5.1006], [-4.4952, -1.3482, 6.7924], [0.5485, -8.3626, -3.3287], [1.7862, -9.1158, 1.0728], [-4.6034, -3.0824, 6.8786], [2.4258, 3.9820, -1.9859], [-2.3995, 0.8193, 4.8076], [4.9591, 1.9973, 2.3160], [5.8656, 0.4949, 2.1897], [2.5381, -0.1896, -0.6895], [1.5679, -0.9643, 2.1717], [-1.4364, 3.7660, 4.5240], [3.8531, 4.5131, 1.6951], [4.8289, -1.3954, 3.3388], [-0.3908, 3.4303, 7.1118], [-3.1375, -2.2967, 7.4859], [3.2917, 1.4329, 4.8993], [1.7760, 2.2473, -0.1869], [-1.7903, -0.3861, -6.2632], [1.5014, -6.2204, -3.8150], [2.5143, 5.4644, 1.1688], [-2.0213, -3.3956, -0.1556], [-2.0522, -1.4216, 1.3848], [2.9491, 3.3268, -3.3389], [1.2962, 3.5556, 0.8953], [1.9749, 0.6476, 3.9801], [-2.2685, -2.8046, -1.8634], [-2.2217, 0.0011, 0.4666], [5.4764, 6.4891, 1.7834], [2.4770, 5.7210, -5.0927], [3.7730, -1.4573, -3.1483], [-3.1765, -2.1101, -0.5588], [1.7911, -6.2349, -1.4803], [-5.7903, -0.1218, -2.4894], [-0.5231, 0.6368, 3.0683], [-1.9467, 5.5731, 2.1694], [-2.5011, -2.6020, -6.8034], [1.0194, -2.1383, 1.0028], [3.5102, 0.0525, 2.1426], [1.6777, -5.0325, -0.2684], [-3.4872, 2.9481, 2.3226], [0.3814, 0.1614, 0.3632], [0.1800, -7.6357, -5.8830], [-3.5481, 3.7082, -0.2147], [-1.5910, 4.4487, 0.8515], [0.1562, -2.0045, 2.5222], [0.2446, -6.0741, -0.6583], [2.8906, -6.9868, 0.4829], [-6.3991, -0.2270, -0.0509], [-0.7584, 1.6158, 1.7981], [-4.2363, -0.8686, -1.8601], [0.8933, 5.3864, -5.5739], [-1.5710, -1.7084, 4.5961], [-4.1470, 5.2437, 0.4183], [2.7828, -2.9071, -1.4312], [0.0597, -4.6985, -5.4708], [-1.0392, 0.9773, 6.4138], [-5.3440, 1.8078, -0.9709], [-0.3426, 2.8278, -0.4297], [-1.0100, -2.7898, -5.8681], [1.2399, -0.2210, -3.1250], [-0.5559, 3.7247, -4.0169], [-4.0351, -2.2588, 4.5908], [1.0292, 5.4542, -3.1802], [1.4479, -8.8330, -0.6636], [3.6218, 0.6568, -1.7630], [-2.3810, 2.0461, 6.8347], [-0.4692, -4.7010, -3.7274], [-1.3499, 3.9817, 2.5614], [-4.0342, -0.5108, -5.8790], [0.3722, 2.6578, 5.6504], [4.3315, 6.9136, -1.6573], [-1.7681, -1.4185, -3.3905], [5.4998, 7.6488, 0.4603], [1.2137, -2.1993, -1.5989], [-0.4952, -7.2402, -2.4671]],
  "forces_ev_per_angstrom": [[-0.2, -1.0, -1.0], [-0.5, 0.2, 0.1], [0.0, 0.0, 0.4], [0.1, -0.9, 0.9], [-0.4, -0.2, -0.2], [-0.3, -0.5, 0.7], [0.5, 0.2, 0.4], [0.2, -0.8, -0.4], [0.1, 0.0, 0.2], [-0.4, 0.3, -0.6], [0.0, -0.6, 0.4], [0.1, 0.7, 0.2], [-0.3, 0.0, 0.0], [-0.1, 0.2, 0.5], [-0.6, -1.1, -0.4], [0.1, 0.6, 1.1], [0.5, -0.6, -0.1], [0.7, 0.7, 0.4], [0.0, 1.4, -0.1], [0.5, -1.2, -0.6], [0.4, 1.1, 0.2], [-0.7, -0.3, -0.6], [-0.6, 1.7, 0.0], [-0.3, -0.1, -1.3], [1.1, -0.6, -1.5], [0.0, -0.3, -0.7], [-0.2, -0.5, 0.3], [1.4, 1.1, -1.6], [-0.1, 0.8, 0.5], [-0.2, -0.3, 0.1], [0.3, 0.7, 2.0], [-0.7, -0.4, -0.5], [-0.3, 0.2, -0.9], [0.5, -0.6, -0.4], [1.2, 1.0, 0.4], [0.9, 0.0, 0.0], [-0.6, 0.3, 0.1], [-0.1, -0.6, 0.1], [0.5, -0.2, 0.1], [0.2, -0.5, -0.2], [0.5, 1.1, 0.1], [-0.5, 0.0, 0.3], [0.9, -0.5, 0.1], [-1.0, 1.0, 0.8], [-0.6, -0.5, 0.9], [0.0, -0.9, 0.6], [-1.0, 0.2, -0.1], [0.3, -0.9, -0.4], [-0.8, 0.3, 1.0], [0.5, 1.6, -0.3], [-0.1, 1.2, 0.0], [0.0, 0.0, 0.2], [-0.9, 0.2, 0.0], [-0.4, 0.0, -0.1], [-0.2, 0.3, 0.1], [0.1, -0.2, 0.0], [0.0, -0.1, -0.1], [-0.4, -0.2, 0.1], [0.0, -0.5, -0.6], [-0.3, -0.2, -0.2], [0.0, 0.0, 0.3], [-0.3, -0.3, -0.4], [0.1, -0.1, 0.3], [0.1, -0.4, 0.0], [0.1, 0.0, -0.1], [0.1, 0.2, -0.1], [-0.2, 0.0, 0.0], [0.2, 0.3, 0.1], [0.0, -0.1, 0.1], [0.4, 0.0, -0.1], [0.0, 0.4, -0.4], [-0.4, -0.3, 0.0], [0.1, -0.3, 0.4], [0.2, 0.2, 0.4], [-0.2, 0.3, 0.2], [0.0, -0.2, 0.0], [-0.2, 0.1, 0.2], [-0.2, 0.0, -0.3], [-0.4, -0.2, 0.2], [-0.3, 0.3, 0.1], [0.3, 0.2, -0.1], [0.0, 0.1, 0.2], [0.4, 0.1, -0.3], [0.1, 0.0, 0.0], [0.2, 0.1, -0.2], [-0.1, -0.1, -0.2], [0.2, 0.0, 0.0], [0.3, 0.0, 0.2], [-0.1, -0.1, -0.2], [-0.1, -0.1, 0.2], [-0.1, -0.2, 0.1], [0.3, 0.1, -0.1], [0.0, -0.1, 0.2], [0.3, 0.0, 0.0], [-0.1, 0.1, 0.0], [0.2, -0.7, 0.1], [0.3, 0.2, -0.2], [0.1, 0.2, 0.1], [0.1, 0.2, -0.3], [-0.2, 0.0, -0.5], [0.1, -0.1, -0.2], [0.5, -0.3, -0.1], [0.5, 0.3, 0.2], [0.0, -0.4, 0.3], [-0.1, 0.1, 0.0], [0.6, -0.1, 0.0], [0.4, 0.1, -0.2], [-0.2, 0.3, 0.3], [0.1, -0.2, 0.1], [-0.3, -0.1, -0.4], [0.0, -0.5, 0.0], [-0.1, -0.3, 0.1], [-0.2, -0.5, 0.6], [-0.1, -0.5, -0.1], [-0.1, 0.1, -0.1], [-0.1, -0.2, 0.0], [-0.2, 0.0, -0.2], [-0.2, -0.2, 0.3], [-0.3, 0.1, 0.3], [0.3, -0.1, -0.1], [-0.2, -0.6, -0.5], [-0.1, 0.1, 0.1], [0.0, 0.0, 0.1], [0.1, -0.1, 0.0], [0.0, 0.2, 0.0], [0.0, 0.3, 0.2], [-0.1, -0.4, -0.2], [-0.1, 0.1, -0.1], [-0.2, -0.2, -0.4], [-0.4, -0.2, 0.0], [-0.2, -0.6, -0.2], [-0.1, -0.1, 0.0], [0.3, 0.0, 0.0], [0.0, -0.3, -0.3], [0.4, 0.2, 0.3], [0.1, 0.3, 0.5], [-0.3, -0.1, 0.2], [-0.2, -0.4, -0.1], [0.0, 0.3, -0.2], [0.1, 0.3, -0.1], [-0.2, 0.2, 0.4], [0.1, -0.1, 0.0], [0.2, 0.1, -0.1], [0.1, 0.0, 0.0], [0.3, -0.1, -0.1], [-0.1, 0.4, -0.2], [-0.1, 0.2, -0.3], [0.3, 0.1, -0.2], [0.2, -0.1, -0.2], [0.2, 0.1, 0.3], [-0.2, 0.3, 0.3], [0.0, 0.2, 0.2], [0.0, 0.0, -0.1], [-0.1, 0.2, -0.3], [0.0, 0.4, -0.1]]
}

***

2.
{
  "formula": "CHI2O2S2",
  "method": "ωB97M-V with the def2-TZVPD basis set",
  "e_above_lowest_kcal_mol": 6.2,
  "total_charge": -1,
  "multiplicity": 1,
  "symbols": ["I", "I", "S", "S", "O", "O", "C", "H"],
  "xyz": [[-2.1643, -1.7057, 0.3849], [-1.4757, 1.2525, -1.3745], [-0.6430, 0.8054, 1.7430], [1.2354, 0.5331, 2.2765], [-1.7319, 0.2308, 2.6020], [-0.9272, 2.2106, 1.4119], [-0.8040, -0.0584, 0.1100], [0.0963, -0.6181, -0.3712]],
  "forces_ev_per_angstrom": [[-0.1, -0.2, -0.3], [-0.2, 0.3, -0.6], [-1.7, 1.2, 1.5], [-0.5, -0.3, 0.0], [2.3, 0.5, -1.3], [0.5, -0.9, 0.1], [0.9, -2.1, -1.0], [-1.3, 1.5, 1.5]]
}

***

LUMO across the listed records, respectively: 0.4; 2.7 eV.
HOMO across the listed records, respectively: -8.88; -4.75 eV.